Entry from OMol25: one molecule with the formula C4H7NO at a distorted geometry (ωB97M-V with the def2-TZVPD basis set).

```
13
C4H7NO | OMol25 | ωB97M-V with the def2-TZVPD basis set
C 1.406 -0.583 -0.121
C -0.034 0.081 0.454
C -1.179 -0.846 0.788
O -2.259 -0.578 1.284
C -0.398 1.444 0.008
N 0.053 0.622 -1.055
H 1.591 -0.950 -1.176
H 2.204 0.135 0.059
H 1.463 -1.447 0.503
H -0.943 -1.892 0.545
H -1.461 1.641 -0.073
H 0.223 2.296 0.247
H -0.668 0.105 -1.529
```

DFT total energy in a.u.: -286.44634
Multiplicity: 1
ΔE to the lowest compared entry with this formula, charge and spin in eV: 5.0425
Net charge: 0
F_max in eV/Å: 3.0

---

Entry from OMol25: C2H4AgO2 as an isolated structure at a distorted geometry (ωB97M-V with the def2-TZVPD basis set).

```
9
C2H4AgO2 | OMol25 | ωB97M-V with the def2-TZVPD basis set
H -1.349 0.333 -1.014
C -0.293 -0.105 -1.269
C 0.743 0.503 -0.635
O 0.645 1.276 0.425
H -0.193 -0.418 -2.308
H 1.741 0.047 -0.775
Ag -0.290 0.974 2.150
O -0.853 -1.004 1.839
H -0.151 -1.607 1.587
```

DFT total energy in a.u.: -375.91439
Multiplicity: 3
Net charge: -1
F_max in eV/Å: 3.3

---

Entry from OMol25: C33H36F3N3OPtS2 as an isolated structure (ωB97M-V with the def2-TZVPD basis set).

```
79
C33H36F3N3OPtS2 | OMol25 | ωB97M-V with the def2-TZVPD basis set
Pt -0.532 -0.706 -0.010
F 8.876 -0.309 1.335
C 8.273 0.334 0.327
F 8.467 1.655 0.524
F 8.910 0.009 -0.807
C 6.803 0.022 0.252
C 6.117 0.286 -0.926
C 4.753 0.067 -0.992
C 4.061 -0.408 0.126
C 4.765 -0.679 1.300
C 6.132 -0.467 1.363
C 2.636 -0.570 0.073
C 1.424 -0.594 0.043
H 6.653 0.656 -1.790
H 4.211 0.273 -1.905
H 4.231 -1.045 2.167
H 6.677 -0.679 2.272
N -2.633 -0.886 -0.105
S -3.408 0.056 -1.158
C -4.029 1.507 -0.306
C -4.637 2.498 -1.068
C -5.091 3.645 -0.438
C -4.937 3.796 0.937
C -4.328 2.800 1.684
C -3.865 1.646 1.060
C -4.950 -0.752 -1.528
C -5.979 -0.821 -0.595
C -7.141 -1.493 -0.930
C -7.271 -2.076 -2.186
C -6.242 -1.994 -3.111
C -5.068 -1.329 -2.784
H -3.228 -1.156 0.671
H -4.761 2.374 -2.137
H -5.570 4.422 -1.020
H -5.296 4.692 1.423
H -4.210 2.917 2.753
H -3.367 0.875 1.635
H -5.884 -0.334 0.368
H -7.955 -1.548 -0.220
H -8.187 -2.589 -2.446
H -6.353 -2.439 -4.091
H -4.260 -1.249 -3.500
C 5.354 3.490 1.045
C 3.887 3.185 0.958
C 3.215 3.228 -0.266
C 1.863 2.959 -0.350
C 1.169 2.645 0.812
C 1.815 2.572 2.039
C 3.169 2.851 2.104
S -0.554 2.276 0.794
C -1.218 3.767 0.073
O -0.798 1.282 -0.385
H 5.793 3.635 0.060
H 5.888 2.680 1.542
H 5.518 4.397 1.629
H 3.768 3.474 -1.164
H 1.360 2.969 -1.309
H 1.264 2.304 2.932
H 3.679 2.807 3.059
H -0.775 3.905 -0.911
H -0.966 4.595 0.733
H -2.298 3.647 0.004
N -0.414 -5.585 -0.197
C -0.849 -4.968 1.103
C -1.265 -3.521 0.880
N -0.198 -2.730 0.246
C 0.222 -3.346 -1.034
C 0.683 -4.781 -0.847
H -1.213 -5.644 -0.833
H -0.097 -6.544 -0.038
H 0.001 -5.041 1.782
H -1.669 -5.560 1.505
H -1.516 -3.076 1.841
H -2.147 -3.456 0.238
H 0.626 -2.690 0.852
H 1.041 -2.754 -1.439
H -0.622 -3.290 -1.726
H 1.551 -4.843 -0.190
H 0.928 -5.247 -1.799
```

DFT total energy in a.u.: -2733.33038
Multiplicity: 1
ΔE to the lowest compared entry with this formula, charge and spin in eV: 0.0000
Net charge: +2
F_max in eV/Å: 0.2

---

Entry from OMol25: C7H10N3 as an isolated structure at a distorted geometry (ωB97M-V with the def2-TZVPD basis set).

```
20
C7H10N3 | OMol25 | ωB97M-V with the def2-TZVPD basis set
C -1.040 -2.730 -2.869
C -1.765 -3.370 -1.709
C -0.638 -1.683 -1.114
C -0.030 1.370 1.610
C 0.888 1.776 0.350
C -0.145 -0.121 1.287
C 0.634 0.693 -0.755
N -0.449 -1.691 -2.435
N -1.431 -2.679 -0.619
N 0.139 -0.331 -0.044
H -0.862 -3.131 -3.774
H -2.229 -4.341 -1.801
H 0.414 1.425 2.639
H -0.932 1.948 1.752
H 0.743 2.745 -0.121
H 1.963 1.707 0.701
H 0.629 -0.693 1.729
H -1.074 -0.512 1.864
H -0.047 1.033 -1.733
H 1.605 0.327 -1.135
```

DFT total energy in a.u.: -436.52399
Multiplicity: 1
ΔE to the lowest compared entry with this formula, charge and spin in eV: 6.5908
Net charge: +1
F_max in eV/Å: 9.0

---

Entry from OMol25: a 2-piece molecular cluster, C3H8N2O overall (ωB97M-V with the def2-TZVPD basis set).

```
14
C3H8N2O | OMol25 | ωB97M-V with the def2-TZVPD basis set
H 2.957 -0.376 -0.188
N 2.043 -0.086 0.124
C 1.831 1.160 0.029
N 0.673 1.713 0.511
H 2.500 1.945 -0.331
H -0.021 1.044 0.793
H 0.382 2.566 0.085
C -2.367 -0.775 -0.401
C -1.203 -1.400 -0.284
O -0.656 -1.776 0.909
H -2.747 -0.437 -1.357
H -3.001 -0.446 0.414
H -0.640 -1.686 -1.169
H 0.248 -1.444 0.865
```

DFT total energy in a.u.: -303.82476
Multiplicity: 1
ΔE to the lowest compared entry with this formula, charge and spin in eV: 1.8332
Net charge: 0
F_max in eV/Å: 0.8

---

Entry from OMol25: a 2-piece molecular cluster, C4H12 overall at a distorted geometry (ωB97M-V with the def2-TZVPD basis set).

```
16
C4H12 | OMol25 | ωB97M-V with the def2-TZVPD basis set
C -0.202 -2.001 0.401
C 0.072 -3.013 -0.712
H -0.183 -2.424 1.401
H 0.498 -1.177 0.399
H -1.232 -1.678 0.361
H -0.629 -3.845 -0.605
H 1.074 -3.403 -0.749
H -0.245 -2.535 -1.641
C -0.302 3.133 -0.062
C 0.474 1.884 0.379
H 0.359 3.834 -0.573
H -1.066 2.872 -0.791
H -0.697 3.663 0.801
H 1.065 1.473 -0.410
H 1.178 2.173 1.159
H -0.269 1.171 0.729
```

DFT total energy in a.u.: -159.57747
Multiplicity: 1
ΔE to the lowest compared entry with this formula, charge and spin in eV: 0.2041
Net charge: 0
F_max in eV/Å: 1.5

---

Entry from OMol25: one molecule with the formula C25H20S at a distorted geometry (ωB97M-V with the def2-TZVPD basis set).

```
46
C25H20S | OMol25 | ωB97M-V with the def2-TZVPD basis set
C -0.221 1.679 1.377
C 0.694 1.583 2.396
C 0.826 2.698 3.367
C 0.783 4.042 3.006
C 0.842 5.057 3.956
C 0.881 4.732 5.322
C 0.919 3.397 5.668
C 0.934 2.391 4.756
S 1.710 0.127 2.597
C 1.710 -0.580 0.979
C 0.701 -0.321 0.065
C 0.767 -0.979 -1.257
C -0.383 -1.186 -2.072
C -0.285 -1.825 -3.310
C 0.973 -2.217 -3.814
C 2.108 -2.053 -3.022
C 1.998 -1.486 -1.720
C 3.203 -1.321 -0.881
C 2.856 -1.459 0.611
C -0.501 0.595 0.370
C -1.740 -0.217 0.759
C -1.608 -1.377 1.562
C -2.707 -2.191 1.836
C -3.939 -1.894 1.306
C -4.061 -0.733 0.508
C -2.984 0.128 0.259
H -0.748 2.587 1.295
H 0.710 4.399 1.958
H 0.785 6.101 3.629
H 0.945 5.511 6.052
H 1.002 3.151 6.735
H 0.982 1.364 5.102
H -1.353 -0.870 -1.724
H -1.175 -1.976 -3.915
H 1.018 -2.712 -4.774
H 2.997 -2.478 -3.402
H 3.573 -0.279 -1.002
H 3.958 -2.027 -1.187
H 3.711 -1.216 1.237
H 2.583 -2.520 0.832
H -0.677 1.131 -0.579
H -0.617 -1.659 1.956
H -2.680 -3.053 2.487
H -4.846 -2.438 1.533
H -5.017 -0.429 0.053
H -3.103 1.022 -0.372
```

DFT total energy in a.u.: -1362.83136
Multiplicity: 1
ΔE to the lowest compared entry with this formula, charge and spin in eV: 0.0000
Net charge: 0
F_max in eV/Å: 3.4

---

Entry from OMol25: a 2-piece molecular cluster, C3H6ClN overall at a distorted geometry (ωB97M-V with the def2-TZVPD basis set).

```
11
C3H6ClN | OMol25 | ωB97M-V with the def2-TZVPD basis set
H -1.264 -2.042 -0.299
N -1.933 -1.898 0.498
C -2.549 -0.851 0.680
Cl -2.822 0.519 -0.379
H -3.114 -0.572 1.687
C 0.485 0.472 0.283
C 0.963 1.197 -0.659
H 0.621 -0.623 0.135
H -0.193 1.022 1.009
H 0.679 2.260 -0.704
H 1.658 0.924 -1.496
```

DFT total energy in a.u.: -632.77435
Multiplicity: 1
ΔE to the lowest compared entry with this formula, charge and spin in eV: 1.4248
Net charge: 0
F_max in eV/Å: 4.6

---

Entry from OMol25: one molecule with the formula C3H6N2S at a distorted geometry (ωB97M-V with the def2-TZVPD basis set).

```
12
C3H6N2S | OMol25 | ωB97M-V with the def2-TZVPD basis set
H -0.600 1.754 -0.053
N 0.459 1.626 -0.087
C 0.528 0.377 -0.120
C 1.741 -0.570 -0.265
C 2.944 -0.268 0.230
N -0.556 -0.587 0.050
S -2.223 -0.169 -0.027
H 1.512 -1.520 -0.798
H 3.791 -1.027 0.223
H 3.167 0.698 0.718
H -0.398 -1.556 0.223
H -2.511 -0.148 1.308
```

DFT total energy in a.u.: -625.54625
Multiplicity: 1
ΔE to the lowest compared entry with this formula, charge and spin in eV: 2.0605
Net charge: 0
F_max in eV/Å: 4.1

---

Entry from OMol25: a 4-piece molecular cluster, C24H60BrN3O3 overall at a distorted geometry (ωB97M-V with the def2-TZVPD basis set).

```
91
C24H60BrN3O3 | OMol25 | ωB97M-V with the def2-TZVPD basis set
Br 0.603 0.736 -1.212
C -0.828 -5.419 -3.855
C 0.433 -5.120 -3.022
N 1.175 -3.807 -3.418
C 0.133 -2.730 -3.664
C 2.138 -3.494 -2.289
C 1.330 -2.945 -1.062
C 1.982 -4.079 -4.744
C 3.086 -3.042 -5.149
O 2.579 -1.689 -5.226
C 3.332 -0.680 -4.560
H -0.754 -5.614 -4.925
H -1.570 -4.644 -3.666
H -1.114 -6.430 -3.564
H 1.149 -5.933 -3.138
H 0.122 -5.241 -1.984
H -0.586 -2.739 -2.845
H -0.406 -2.875 -4.600
H 0.695 -1.796 -3.668
H 2.705 -2.615 -2.597
H 2.632 -4.459 -2.176
H 2.077 -2.911 -0.270
H 0.485 -3.550 -0.733
H 0.894 -1.978 -1.311
H 1.256 -4.353 -5.510
H 2.511 -5.007 -4.524
H 3.642 -3.211 -6.071
H 3.942 -3.155 -4.484
H 2.604 0.129 -4.492
H 4.099 -0.359 -5.264
H 3.690 -1.027 -3.591
C 1.232 5.038 2.101
C 0.280 3.977 1.561
N -0.790 4.582 0.607
C -1.751 3.473 0.124
C -1.694 5.676 1.255
C -2.219 5.536 2.686
C -0.064 5.248 -0.634
C -0.860 5.777 -1.842
O -1.426 4.736 -2.669
C -2.026 5.252 -3.842
H 2.006 4.633 2.752
H 0.774 5.720 2.817
H 1.843 5.508 1.330
H -0.160 3.419 2.388
H 0.841 3.146 1.134
H -2.543 3.944 -0.457
H -2.096 2.902 0.987
H -1.452 2.672 -0.553
H -2.469 5.954 0.541
H -0.973 6.494 1.239
H -1.403 5.512 3.409
H -2.773 4.598 2.649
H -2.865 6.387 2.898
H 0.538 4.399 -0.957
H 0.615 6.023 -0.276
H -0.216 6.356 -2.504
H -1.564 6.483 -1.401
H -1.331 5.742 -4.525
H -2.843 5.959 -3.703
H -2.384 4.445 -4.480
C -1.517 -1.383 1.381
C -0.446 -2.092 2.111
N 0.156 -1.318 3.343
C 1.515 -1.973 3.669
C 0.519 0.114 2.863
C 1.265 0.891 3.995
C -0.824 -1.339 4.582
C -1.356 -2.769 4.923
O -2.603 -2.989 4.237
C -3.294 -4.233 4.340
H -1.100 -0.505 0.888
H -2.361 -1.137 2.025
H -1.951 -1.984 0.581
H 0.377 -2.304 1.429
H -0.845 -3.036 2.482
H 1.389 -3.027 3.419
H 1.875 -1.864 4.692
H 2.158 -1.508 2.921
H -0.383 0.679 2.631
H 1.161 0.068 1.983
H 1.361 1.909 3.619
H 2.295 0.695 4.294
H 0.700 0.971 4.924
H -1.610 -0.626 4.333
H -0.305 -0.926 5.447
H -1.587 -2.708 5.986
H -0.586 -3.540 4.893
H -2.478 -4.944 4.208
H -3.952 -4.420 3.492
H -3.837 -4.253 5.285
```

DFT total energy in a.u.: -3913.74216
Multiplicity: 1
ΔE to the lowest compared entry with this formula, charge and spin in eV: 3.8384
Net charge: +2
F_max in eV/Å: 2.6

---

Entry from OMol25: a 2-piece molecular cluster, C4H11NO3 overall at a distorted geometry (ωB97M-V with the def2-TZVPD basis set).

```
19
C4H11NO3 | OMol25 | ωB97M-V with the def2-TZVPD basis set
O -1.785 2.474 -1.009
C -0.650 2.143 -0.811
C -0.069 0.973 -1.607
C 0.736 0.046 -0.726
N 0.003 -0.712 0.299
C 0.786 -1.685 0.973
O 1.035 -2.810 0.127
H 0.077 2.678 -0.169
H 0.501 1.256 -2.487
H -0.945 0.460 -2.034
H 1.583 0.556 -0.242
H 1.242 -0.691 -1.375
H -0.800 -1.052 -0.218
H 0.367 -1.989 1.932
H 1.774 -1.258 1.210
H 0.822 -3.652 0.588
O -1.860 1.228 2.084
H -0.951 1.552 1.974
H -1.868 0.486 1.491
```

DFT total energy in a.u.: -439.44370
Multiplicity: 1
ΔE to the lowest compared entry with this formula, charge and spin in eV: 2.2375
Net charge: 0
F_max in eV/Å: 2.2

---

Entry from OMol25: H5N2OP as an isolated structure at a distorted geometry (ωB97M-V with the def2-TZVPD basis set).

```
9
H5N2OP | OMol25 | ωB97M-V with the def2-TZVPD basis set
N 0.617 0.154 1.194
N -0.637 -0.998 -0.622
O -1.121 1.635 -0.054
P -0.192 0.548 -0.125
H 1.302 -0.592 0.911
H 0.956 1.001 1.627
H -0.778 -1.259 -1.541
H -1.326 -1.329 -0.036
H 1.178 0.841 -1.353
```

DFT total energy in a.u.: -529.11191
Multiplicity: 1
ΔE to the lowest compared entry with this formula, charge and spin in eV: 1.3200
Net charge: 0
F_max in eV/Å: 6.3